1.
{"formula": "C20H21NO3", "method": "ωB97M-V with the def2-TZVPD basis set", "symbols": ["C", "C", "O", "C", "C", "C", "C", "C", "C", "H", "H", "H", "O", "C", "C", "H", "H", "C", "H", "H", "O", "C", "C", "C", "C", "C", "C", "C", "C", "N", "C", "H", "H", "H", "H", "H", "H", "H", "H", "H", "H", "H", "H", "H", "H"], "coordinates": [[-7.179, -0.919, 0.125], [-6.585, 0.017, -0.924], [-5.530, 0.806, -0.417], [-4.303, 0.247, -0.214], [-3.370, 1.079, 0.394], [-2.069, 0.651, 0.641], [-1.697, -0.639, 0.271], [-2.631, -1.460, -0.333], [-3.926, -1.042, -0.581], [-4.614, -1.720, -1.059], [-2.339, -2.459, -0.623], [-0.698, -1.009, 0.424], [-1.278, 1.573, 1.259], [0.075, 1.306, 1.565], [1.034, 1.806, 0.479], [0.721, 2.803, 0.168], [2.037, 1.876, 0.901], [1.080, 0.908, -0.757], [0.079, 0.804, -1.187], [1.757, 1.339, -1.497], [1.460, -0.421, -0.444], [2.734, -0.782, -0.168], [2.873, -2.098, 0.240], [4.116, -2.657, 0.531], [5.256, -1.909, 0.418], [5.170, -0.567, 0.010], [6.316, 0.246, -0.129], [6.187, 1.545, -0.533], [4.894, 2.032, -0.786], [3.814, 1.315, -0.667], [3.905, 0.024, -0.286], [4.741, 3.058, -1.096], [7.043, 2.191, -0.651], [7.286, -0.179, 0.090], [6.227, -2.330, 0.633], [4.167, -3.689, 0.844], [1.978, -2.695, 0.320], [0.243, 0.244, 1.768], [0.265, 1.866, 2.487], [-3.660, 2.077, 0.679], [-7.339, 0.744, -1.239], [-6.261, -0.545, -1.809], [-6.434, -1.630, 0.475], [-8.017, -1.465, -0.301], [-7.528, -0.342, 0.977]], "largest_force_ev_per_a": 0.88, "smiles": "CCOc1cccc(OCCCOc2cccc3cccnc23)c1", "e_tot_ev": -28712.62964, "de_lowest_kj_mol": 140.49}

=====

2.
{"formula": "C20H21NO4S2", "method": "ωB97M-V with the def2-TZVPD basis set", "symbols": ["C", "C", "C", "C", "C", "S", "C", "C", "C", "S", "C", "C", "H", "H", "H", "H", "H", "H", "H", "H", "H", "H", "H", "C", "C", "O", "C", "C", "C", "C", "C", "C", "N", "O", "O", "C", "C", "O", "H", "H", "H", "H", "H", "H", "H", "H", "H", "H"], "coordinates": [[-4.023, 0.347, -2.618], [-3.344, 1.549, -2.378], [-1.976, 1.540, -2.131], [-1.263, 0.326, -2.212], [0.168, 0.335, -2.422], [0.913, -1.110, -2.993], [2.609, -0.952, -2.387], [3.342, 0.319, -2.778], [2.635, 1.595, -2.354], [0.922, 1.805, -2.900], [-1.971, -0.888, -2.285], [-3.333, -0.872, -2.547], [-5.100, 0.354, -2.805], [-3.887, 2.495, -2.371], [-1.443, 2.465, -1.906], [2.554, -1.085, -1.299], [3.105, -1.820, -2.849], [4.323, 0.305, -2.288], [3.515, 0.329, -3.860], [2.614, 1.709, -1.262], [3.135, 2.463, -2.814], [-1.438, -1.835, -2.180], [-3.860, -1.820, -2.678], [-4.625, -1.027, 0.680], [-3.273, -1.499, 1.137], [-2.278, -0.518, 0.793], [-1.068, -0.889, 1.319], [-0.056, 0.125, 1.162], [1.001, 0.210, 2.076], [1.543, -0.961, 2.723], [2.644, -0.893, 3.545], [3.228, 0.358, 3.841], [4.468, 0.405, 4.534], [4.960, 1.520, 4.820], [5.037, -0.678, 4.806], [2.665, 1.545, 3.315], [1.607, 1.474, 2.433], [-0.959, -1.987, 1.881], [-5.348, -1.818, 0.895], [-4.939, -0.126, 1.221], [-4.659, -0.826, -0.395], [-3.287, -1.637, 2.228], [-3.000, -2.453, 0.661], [-0.266, 0.935, 0.481], [1.045, -1.909, 2.544], [3.074, -1.795, 3.972], [3.108, 2.492, 3.617], [1.182, 2.395, 2.026]], "largest_force_ev_per_a": 2.22, "e_tot_ev": -52425.60660, "de_lowest_kj_mol": 135.57}

=====

3.
{"formula": "C20H22BN2O4SV", "method": "ωB97M-V with the def2-TZVPD basis set", "symbols": ["V", "C", "N", "C", "C", "C", "C", "C", "C", "C", "C", "H", "H", "H", "H", "H", "H", "H", "H", "H", "H", "H", "H", "B", "C", "N", "H", "H", "H", "C", "C", "C", "C", "C", "C", "C", "C", "C", "C", "H", "H", "H", "H", "H", "H", "H", "O", "S", "O", "O", "O"], "coordinates": [[-0.487, -0.431, 0.167], [-3.599, 0.707, 0.638], [-2.359, 0.758, 1.440], [-2.690, 0.140, 2.727], [-1.861, 2.108, 1.436], [-0.363, 2.077, 1.608], [0.249, 3.082, 2.320], [1.633, 3.209, 2.460], [2.367, 2.140, 1.997], [1.759, 0.933, 1.567], [0.401, 0.922, 1.300], [-4.415, 1.112, 1.218], [-3.873, -0.293, 0.273], [-3.493, 1.233, -0.297], [-3.227, 0.877, 3.345], [-1.824, -0.224, 3.253], [-3.394, -0.697, 2.528], [-2.432, 2.822, 2.119], [-2.147, 2.469, 0.430], [-0.306, 3.899, 2.715], [2.160, 4.081, 2.889], [3.485, 2.193, 1.932], [2.340, 0.090, 1.194], [-1.362, -4.177, 2.257], [-0.981, -2.722, 1.930], [-0.516, -1.694, 1.560], [-0.406, -4.880, 2.627], [-2.097, -4.702, 1.459], [-2.049, -3.966, 3.271], [3.096, 1.312, -3.833], [2.749, 1.926, -2.609], [2.137, 1.151, -1.639], [1.873, -0.195, -1.772], [1.145, -0.971, -0.804], [1.261, -2.319, -0.887], [1.801, -2.950, -2.007], [2.243, -2.239, -3.111], [2.336, -0.846, -2.974], [2.972, -0.037, -3.993], [3.494, 1.953, -4.592], [2.977, 2.953, -2.420], [1.809, 1.614, -0.715], [0.748, -2.980, -0.180], [1.834, -4.043, -2.027], [2.422, -2.709, -4.083], [3.367, -0.617, -4.890], [-3.010, 0.186, -2.456], [-1.747, -0.353, -2.042], [-1.089, -1.273, -3.033], [-1.971, -1.428, -0.811], [-0.960, 0.798, -1.487]], "largest_force_ev_per_a": 7.07, "e_tot_ev": -69461.32815, "de_lowest_kj_mol": 81.70}

=====

4.
{"formula": "C20H22BN4OPdS5", "method": "ωB97M-V with the def2-TZVPD basis set", "symbols": ["Pd", "S", "S", "S", "S", "B", "N", "C", "C", "C", "N", "N", "C", "C", "C", "N", "H", "H", "H", "H", "H", "H", "H", "H", "O", "S", "C", "C", "C", "C", "C", "C", "C", "C", "C", "C", "C", "C", "C", "C", "H", "H", "H", "H", "H", "H", "H", "H", "H", "H", "H", "H", "H", "H"], "coordinates": [[-0.758, 0.500, 2.947], [-1.724, -1.637, 2.549], [-0.829, -3.013, 3.718], [1.122, -2.382, 4.066], [1.148, -0.391, 4.053], [-1.853, 4.070, 2.806], [-0.390, 3.633, 2.493], [0.508, 4.501, 2.006], [1.741, 3.880, 1.935], [1.490, 2.590, 2.404], [0.212, 2.460, 2.746], [-2.880, 2.895, 2.917], [-4.182, 3.136, 3.123], [-4.872, 1.940, 3.076], [-3.878, 0.990, 2.836], [-2.687, 1.578, 2.737], [-1.884, 4.683, 3.855], [-2.192, 4.784, 1.884], [0.201, 5.500, 1.747], [2.669, 4.289, 1.577], [2.152, 1.744, 2.489], [-4.521, 4.146, 3.283], [-5.928, 1.780, 3.211], [-3.947, -0.082, 2.764], [0.063, 0.301, 0.213], [-0.528, -0.597, -0.810], [0.276, -0.116, -2.374], [-0.147, -0.962, -3.538], [-1.495, -1.100, -3.866], [-1.886, -1.903, -4.926], [-0.935, -2.577, -5.680], [0.410, -2.440, -5.367], [0.799, -1.641, -4.301], [0.244, -2.241, -0.625], [1.736, -2.195, -0.551], [2.357, -1.586, 0.536], [3.740, -1.523, 0.600], [4.518, -2.064, -0.414], [3.906, -2.680, -1.498], [2.520, -2.740, -1.565], [1.354, -0.149, -2.203], [-0.022, 0.927, -2.489], [-2.242, -0.577, -3.281], [-2.937, -2.003, -5.164], [-1.240, -3.206, -6.506], [1.160, -2.960, -5.950], [1.848, -1.541, -4.050], [-0.116, -2.859, -1.450], [-0.206, -2.591, 0.307], [1.757, -1.162, 1.326], [4.206, -1.049, 1.456], [5.599, -2.014, -0.358], [4.504, -3.118, -2.287], [2.038, -3.227, -2.405]], "largest_force_ev_per_a": 2.13, "charge": -1, "e_tot_ev": -87441.13731, "de_lowest_kj_mol": 136.04}

=====

5.
{"formula": "C20H22BN8Pt", "method": "ωB97M-V with the def2-TZVPD basis set", "symbols": ["Pt", "B", "N", "C", "C", "C", "N", "N", "C", "C", "C", "N", "H", "H", "H", "H", "H", "H", "H", "H", "N", "C", "C", "C", "C", "C", "C", "C", "C", "N", "C", "H", "H", "H", "H", "H", "H", "H", "H", "N", "C", "C", "C", "C", "C", "N", "H", "H", "H", "H", "H", "H"], "coordinates": [[0.544, 0.295, -0.606], [3.070, 2.608, -1.389], [3.084, 1.089, -1.815], [4.162, 0.584, -2.417], [3.877, -0.687, -2.887], [2.564, -0.903, -2.516], [2.088, 0.178, -1.876], [1.772, 3.012, -0.608], [1.520, 4.268, -0.236], [0.176, 4.390, 0.081], [-0.344, 3.125, -0.126], [0.634, 2.301, -0.536], [3.083, 3.254, -2.405], [4.029, 2.806, -0.691], [5.056, 1.180, -2.493], [4.528, -1.351, -3.427], [1.941, -1.764, -2.678], [2.305, 5.004, -0.268], [-0.346, 5.274, 0.402], [-1.346, 2.756, 0.018], [-2.606, -0.095, -1.020], [-3.005, -0.128, 0.292], [-4.310, -0.421, 0.624], [-4.751, -0.455, 1.953], [-3.892, -0.172, 2.972], [-2.546, 0.138, 2.681], [-1.655, 0.467, 3.723], [-0.366, 0.797, 3.433], [0.043, 0.756, 2.100], [-0.740, 0.419, 1.083], [-2.067, 0.140, 1.344], [-1.742, 0.379, -1.206], [-3.299, -0.110, -1.747], [-5.012, -0.619, -0.176], [-5.787, -0.689, 2.158], [-4.218, -0.169, 4.003], [-2.020, 0.469, 4.742], [0.345, 1.080, 4.196], [1.062, 1.028, 1.856], [1.567, -2.140, 1.179], [0.796, -2.619, 0.176], [0.532, -3.997, 0.063], [-0.221, -4.454, -0.983], [-0.719, -3.548, -1.928], [-0.444, -2.223, -1.752], [0.292, -1.751, -0.715], [2.047, -2.782, 1.784], [1.899, -1.192, 1.137], [0.943, -4.672, 0.801], [-0.419, -5.512, -1.082], [-1.305, -3.872, -2.774], [-0.799, -1.474, -2.444]], "largest_force_ev_per_a": 0.43, "charge": 1, "e_tot_ev": -36938.27760, "de_lowest_kj_mol": 40.55}

=====

6.
{"formula": "C20H22BNO5", "method": "ωB97M-V with the def2-TZVPD basis set", "symbols": ["O", "O", "O", "O", "O", "B", "C", "C", "C", "C", "C", "C", "C", "C", "C", "C", "C", "C", "C", "C", "C", "N", "C", "C", "C", "C", "C", "H", "H", "H", "H", "H", "H", "H", "H", "H", "H", "H", "H", "H", "H", "H", "H", "H", "H", "H", "H", "H", "H"], "coordinates": [[0.020, 4.052, 0.566], [-2.880, 4.424, 0.804], [-4.426, 2.593, 1.518], [0.925, -1.083, 2.715], [2.222, -2.506, -1.442], [-3.220, 3.080, 1.049], [-0.106, 3.209, -0.285], [0.458, 0.185, 2.903], [-0.568, 0.454, 2.042], [-1.627, -2.368, -0.268], [2.731, -0.271, -0.669], [1.045, -0.574, -2.352], [-1.718, -1.140, 0.335], [-0.577, -3.232, 0.044], [2.422, 1.078, -0.554], [0.782, 0.780, -2.286], [2.006, -1.136, -1.525], [0.170, -1.672, 1.707], [-0.814, -0.750, 1.336], [0.285, -2.924, 1.069], [1.436, 1.619, -1.385], [-1.157, 2.348, -0.419], [1.977, -3.230, -2.597], [1.369, -3.870, 1.411], [0.997, 3.049, -1.302], [-1.438, 1.693, 1.986], [-2.088, 2.045, 0.637], [-1.893, 4.412, 0.708], [-5.162, 3.226, 1.666], [0.846, 0.867, 3.662], [-2.247, -2.553, -1.146], [3.529, -0.637, -0.085], [0.542, -1.240, -3.048], [-2.400, -0.427, -0.062], [-0.431, -4.127, -0.523], [2.891, 1.727, 0.178], [0.110, 1.195, -2.996], [-1.178, 1.739, -1.222], [2.469, -2.760, -3.463], [0.901, -3.255, -2.817], [2.277, -4.259, -2.438], [1.824, -3.610, 2.363], [2.149, -3.809, 0.652], [0.970, -4.891, 1.460], [0.619, 3.436, -2.254], [1.864, 3.695, -1.041], [-0.846, 2.550, 2.262], [-2.255, 1.606, 2.742], [-2.801, 1.260, 0.368]], "largest_force_ev_per_a": 2.53, "smiles": "COc1ccc(CC(=O)N[C@@H](Cc2coc3c(C)cccc23)B(O)O)cc1", "e_tot_ev": -33503.41820, "de_lowest_kj_mol": 83.27}

=====

7.
{"formula": "C20H22ClN4O4S5Ti", "method": "ωB97M-V with the def2-TZVPD basis set", "symbols": ["Ti", "S", "C", "S", "C", "C", "S", "S", "S", "N", "C", "C", "N", "H", "H", "H", "H", "H", "H", "H", "H", "C", "C", "C", "C", "Cl", "C", "C", "C", "O", "C", "C", "O", "O", "H", "H", "H", "H", "H", "H", "H", "H", "N", "C", "O", "C", "C", "C", "N", "C", "C", "H", "H", "H", "H", "H", "H"], "coordinates": [[0.775, 0.910, -0.219], [2.695, 7.972, 0.187], [2.248, 6.374, 0.252], [0.629, 5.817, 0.181], [0.920, 4.101, 0.314], [2.206, 3.748, 0.413], [2.764, 2.097, 0.611], [3.346, 5.069, 0.387], [-0.417, 2.968, 0.400], [-1.057, -2.861, 0.790], [-1.103, -3.185, -0.638], [-0.058, -2.455, -1.446], [-0.220, -0.986, -1.581], [-0.145, -3.066, 1.179], [-1.747, -3.366, 1.327], [-2.091, -2.923, -1.028], [-0.962, -4.245, -0.849], [-0.066, -2.905, -2.431], [0.925, -2.651, -1.012], [-1.200, -0.738, -1.567], [0.122, -0.714, -2.492], [-0.919, -3.477, 4.708], [-1.784, -2.290, 4.357], [-3.167, -2.341, 4.472], [-3.944, -1.238, 4.147], [-5.689, -1.344, 4.286], [-3.356, -0.070, 3.708], [-1.972, -0.002, 3.593], [-1.202, -1.104, 3.913], [0.162, -1.117, 3.867], [0.862, -0.111, 3.126], [0.624, -0.229, 1.645], [1.573, -0.577, 0.865], [-0.471, 0.137, 1.142], [-1.538, -4.349, 4.931], [-0.291, -3.266, 5.579], [-0.234, -3.729, 3.893], [-3.645, -3.254, 4.811], [-3.968, 0.785, 3.443], [-1.519, 0.902, 3.206], [1.904, -0.279, 3.324], [0.597, 0.889, 3.436], [2.311, 0.478, -6.934], [1.146, 0.949, -6.329], [0.150, 1.154, -7.017], [1.170, 1.136, -4.884], [2.241, 0.728, -4.035], [2.171, 0.901, -2.691], [1.074, 1.474, -2.060], [0.039, 1.910, -2.890], [0.059, 1.750, -4.236], [2.288, 0.554, -7.935], [3.192, 0.703, -6.506], [3.133, 0.253, -4.431], [2.983, 0.612, -2.050], [-0.775, 2.395, -2.389], [-0.769, 2.106, -4.840]], "largest_force_ev_per_a": 1.99, "charge": -1, "e_tot_ev": -125066.81508, "spin_multiplicity": 3}

=====

8.
{"formula": "C20H22N2", "method": "ωB97M-V with the def2-TZVPD basis set", "symbols": ["C", "C", "N", "C", "C", "C", "N", "H", "H", "H", "H", "H", "H", "H", "C", "C", "C", "C", "C", "C", "C", "C", "C", "C", "C", "C", "C", "C", "C", "H", "H", "H", "H", "H", "H", "H", "H", "H", "H", "H", "H", "H", "H", "H"], "coordinates": [[2.499, -0.185, 2.693], [1.106, 0.295, 2.819], [0.039, -0.438, 2.529], [-1.074, 0.311, 2.800], [-2.437, -0.158, 2.478], [-0.672, 1.545, 3.301], [0.699, 1.547, 3.270], [3.238, 0.621, 2.642], [2.702, -0.860, 3.535], [2.569, -0.792, 1.781], [-3.105, 0.707, 2.361], [-2.392, -0.732, 1.537], [-2.838, -0.815, 3.263], [-1.264, 2.373, 3.665], [3.583, 2.483, 9.031], [2.888, 2.561, 7.709], [2.942, 1.441, 6.872], [2.415, 1.494, 5.586], [1.821, 2.667, 5.087], [1.546, 2.672, 3.585], [1.030, 3.935, 2.878], [0.575, 3.783, 1.560], [0.239, 4.893, 0.784], [0.348, 6.192, 1.298], [0.044, 7.358, 0.422], [0.779, 6.346, 2.614], [1.180, 5.243, 3.365], [1.572, 3.697, 6.003], [2.165, 3.677, 7.275], [3.511, 3.420, 9.586], [3.148, 1.679, 9.638], [4.646, 2.236, 8.901], [3.460, 0.547, 7.236], [2.521, 0.612, 4.952], [2.531, 2.469, 3.112], [0.467, 2.791, 1.113], [-0.079, 4.749, -0.248], [-0.057, 8.272, 1.010], [0.827, 7.526, -0.327], [-0.885, 7.181, -0.127], [0.871, 7.343, 3.043], [1.626, 5.411, 4.339], [0.925, 4.530, 5.753], [2.105, 4.549, 7.928]], "largest_force_ev_per_a": 2.05, "smiles": "Cc1ccc(C(c2ccc(C)cc2)n2cc(C)nc2C)cc1", "e_tot_ev": -24077.43223, "de_lowest_kj_mol": 0.56}